# 1
{"formula": "C11H20NSi", "method": "the ωB97M-V functional and the def2-TZVPD basis", "total_charge": 1, "homo_ev": [-10.10, -10.10], "symbols": ["C", "C", "C", "C", "C", "C", "C", "C", "C", "C", "C", "N", "Si", "H", "H", "H", "H", "H", "H", "H", "H", "H", "H", "H", "H", "H", "H", "H", "H", "H", "H", "H", "H"], "xyz": [[-4.1578, 1.6823, -0.1611], [-2.8481, 1.8384, -0.5486], [-4.5555, 0.4414, 0.4384], [-1.9196, 0.8691, -0.2852], [-3.7117, -0.6234, 0.4693], [-2.3983, -0.4032, 0.1353], [4.2228, 0.4073, -1.1953], [3.1200, 2.0423, 0.5672], [0.1903, -2.1085, -1.0290], [-0.9829, -2.5705, 1.8937], [1.8081, 0.2099, -0.3902], [3.2517, 0.5852, -0.0458], [-1.2018, -1.8342, 0.1885], [-4.7730, 2.5885, -0.1986], [-2.5607, 2.9047, -1.0015], [-5.6296, 0.2451, 0.4556], [-0.9255, 0.8905, -0.5521], [-4.1486, -1.5953, 0.7124], [5.0893, 0.9259, -0.8611], [4.3377, -0.6365, -1.4978], [3.7916, 0.8072, -2.0701], [2.5805, 1.7448, 1.3836], [3.9781, 2.7261, 0.6318], [2.3756, 2.5233, -0.1457], [0.7914, -3.0619, -0.5997], [0.0941, -2.5078, -2.0228], [0.9159, -1.2044, -1.0786], [-0.2849, -3.4502, 1.7077], [-0.6714, -1.7354, 2.5100], [-1.9653, -2.7404, 2.2583], [1.2491, -0.0358, 0.5125], [1.3313, 0.9931, -0.9762], [3.6073, 0.0824, 0.7949]], "lowdin_charge": [-0.047, -0.093, -0.060, -0.077, -0.135, -0.295, 0.000, 0.010, -0.227, -0.162, -0.157, -0.243, 0.958, 0.118, 0.161, 0.117, 0.049, 0.118, 0.084, 0.103, 0.079, 0.048, 0.098, 0.104, 0.090, 0.020, -0.019, 0.069, 0.046, 0.018, 0.022, 0.031, 0.171]}

# 2
{"formula": "C5H6O2", "method": "the ωB97M-V functional and the def2-TZVPD basis", "homo_ev": -10.27, "symbols": ["C", "C", "O", "C", "O", "C", "C", "H", "H", "H", "H", "H", "H"], "xyz": [[-1.8412, -0.1904, -0.2374], [-0.3744, -0.1652, 0.1482], [0.3703, -1.2990, -0.3532], [1.5547, -0.8442, 0.1919], [1.9282, -1.2695, 1.2517], [1.7511, 0.5484, -0.3135], [0.4972, 1.0048, -0.2919], [-2.3244, -1.0606, 0.2105], [-2.3349, 0.7137, 0.1364], [-2.0069, -0.2326, -1.3241], [-0.0576, -0.3216, 1.2563], [2.6886, 1.0863, -0.3137], [0.1493, 2.0301, -0.3609]], "lowdin_charge": [-0.020, -0.352, 0.012, -0.488, 0.139, 0.033, 0.002, 0.083, 0.084, 0.092, 0.178, 0.117, 0.120]}

# 3
{"formula": "C16H48As2F12N5O4", "method": "the ωB97M-V functional and the def2-TZVPD basis", "total_charge": -1, "homo_ev": -7.37, "symbols": ["N", "H", "H", "H", "H", "As", "F", "F", "F", "F", "F", "F", "As", "F", "F", "F", "F", "F", "F", "C", "C", "C", "O", "C", "N", "H", "H", "H", "H", "H", "H", "H", "H", "H", "H", "H", "C", "C", "C", "O", "C", "N", "H", "H", "H", "H", "H", "H", "H", "H", "H", "H", "H", "C", "C", "C", "O", "C", "N", "H", "H", "H", "H", "H", "H", "H", "H", "H", "H", "H", "C", "C", "C", "O", "C", "N", "H", "H", "H", "H", "H", "H", "H", "H", "H", "H", "H"], "xyz": [[-21.1710, -6.7473, 41.0256], [-21.9867, -6.9323, 40.4064], [-20.4704, -6.1021, 40.6459], [-20.6525, -7.6509, 41.1359], [-21.5138, -6.3376, 41.9201], [-18.1280, -4.1296, 39.4876], [-18.8230, -5.6006, 40.1344], [-17.1647, -5.0486, 38.3574], [-17.4950, -2.5839, 38.9532], [-19.1574, -3.2618, 40.6094], [-16.7983, -4.2817, 40.6063], [-19.3249, -4.0038, 38.2053], [-20.2425, -7.9590, 36.9273], [-19.3639, -9.1963, 37.8552], [-18.6897, -7.3421, 36.4485], [-21.0362, -6.7111, 36.0159], [-21.8177, -8.6552, 37.3862], [-20.2841, -6.9855, 38.3681], [-20.2276, -8.9922, 35.5160], [-21.4103, -9.8333, 42.6871], [-20.8743, -10.3307, 41.3322], [-22.0581, -10.5951, 40.4053], [-22.6829, -11.8036, 40.7783], [-23.3982, -12.4241, 39.7388], [-19.9847, -9.2981, 40.7313], [-21.8061, -8.8158, 42.6913], [-20.5861, -9.9911, 43.3884], [-22.2671, -10.3839, 43.0893], [-20.2565, -11.2021, 41.5521], [-21.7047, -10.6931, 39.3690], [-22.7373, -9.7361, 40.3737], [-24.3059, -11.8562, 39.5065], [-23.7184, -13.4074, 40.0838], [-22.7564, -12.5593, 38.8634], [-19.0423, -9.5691, 40.9999], [-20.0013, -9.4948, 39.7261], [-22.7971, -3.8139, 44.8239], [-22.5712, -4.4615, 43.4622], [-21.9259, -3.5419, 42.4334], [-22.7978, -2.4287, 42.2907], [-22.2679, -1.5050, 41.3648], [-21.6605, -5.6392, 43.6466], [-23.3711, -4.4118, 45.5287], [-23.2918, -2.8398, 44.7361], [-21.8313, -3.5149, 45.2456], [-23.5238, -4.8222, 43.0671], [-21.7524, -4.0437, 41.4769], [-20.9488, -3.2066, 42.8024], [-22.3019, -1.9256, 40.3551], [-21.2903, -1.0791, 41.6034], [-22.9314, -0.6334, 41.3251], [-20.7295, -5.2937, 43.8773], [-22.0037, -6.1215, 44.4712], [-24.2598, -5.8646, 37.3284], [-23.8078, -5.8386, 38.7760], [-24.8569, -5.3040, 39.7321], [-25.1673, -3.9575, 39.4420], [-25.8206, -3.3171, 40.5122], [-23.3715, -7.1856, 39.2275], [-23.5156, -6.3658, 36.7121], [-24.4863, -4.8699, 36.9447], [-25.2002, -6.4318, 37.2734], [-22.9092, -5.2078, 38.7685], [-24.5099, -5.4453, 40.7616], [-25.7772, -5.8784, 39.5476], [-26.1652, -2.3481, 40.1510], [-25.1369, -3.1280, 41.3465], [-26.6922, -3.8936, 40.8412], [-24.1777, -7.7334, 39.5335], [-23.0944, -7.6525, 38.3627], [-18.1090, -8.5908, 44.8234], [-18.4077, -7.5058, 43.7929], [-18.2844, -6.0916, 44.4255], [-18.6012, -5.1810, 43.3882], [-18.2738, -3.8668, 43.7958], [-17.5697, -7.6794, 42.6086], [-17.1670, -8.4232, 45.3522], [-18.0744, -9.6102, 44.4481], [-18.9061, -8.4930, 45.5698], [-19.4266, -7.5484, 43.3922], [-17.2448, -5.9494, 44.7377], [-18.9814, -6.0549, 45.2710], [-18.6527, -3.5990, 44.7944], [-18.6316, -3.1179, 43.0940], [-17.1838, -3.8066, 43.9089], [-17.7473, -6.8846, 41.9855], [-16.5818, -7.5011, 42.8061]], "lowdin_charge": [0.233, 0.059, 0.070, 0.056, 0.058, 0.758, -0.274, -0.256, -0.276, -0.272, -0.266, -0.267, 0.773, -0.285, -0.248, -0.252, -0.292, -0.247, -0.270, -0.060, -0.375, -0.205, -0.186, -0.113, 0.049, 0.059, 0.065, 0.075, 0.137, 0.117, 0.119, 0.087, 0.082, 0.091, 0.086, 0.049, -0.059, -0.389, -0.198, -0.197, -0.105, 0.038, 0.074, 0.076, 0.080, 0.128, 0.120, 0.116, 0.097, 0.092, 0.084, 0.054, 0.084, -0.046, -0.413, -0.216, -0.177, -0.111, 0.026, 0.067, 0.083, 0.084, 0.145, 0.115, 0.129, 0.088, 0.074, 0.086, 0.086, 0.043, -0.069, -0.439, -0.213, -0.220, -0.113, 0.053, 0.074, 0.069, 0.074, 0.108, 0.127, 0.121, 0.085, 0.074, 0.094, 0.059, 0.081]}

# 4
{"formula": "C9H13NO2", "method": "the ωB97M-V functional and the def2-TZVPD basis", "homo_ev": -8.12, "smiles": "CCCCn1cccc(O)c1=O", "symbols": ["C", "C", "C", "C", "C", "C", "C", "C", "C", "H", "H", "H", "H", "H", "H", "H", "H", "H", "H", "H", "H", "H", "N", "O", "O"], "xyz": [[3.0194, 0.6303, -0.3411], [1.9739, -0.2690, -0.9984], [1.4039, -1.3439, -0.0680], [0.5727, -0.8099, 1.0993], [-0.6464, 1.2958, 0.6314], [-1.7319, 1.9755, 0.1938], [-2.8820, 1.2590, -0.2571], [-2.8668, -0.0974, -0.2261], [-1.6967, -0.8382, 0.2375], [2.6055, 1.2157, 0.4867], [3.4358, 1.3408, -1.0627], [3.8456, 0.0317, 0.0599], [2.4254, -0.7691, -1.8636], [1.1543, 0.3391, -1.4023], [0.7735, -2.0386, -0.6350], [2.2252, -1.9401, 0.3537], [1.1492, -0.1287, 1.7341], [0.2338, -1.6464, 1.7110], [0.2528, 1.7814, 0.9957], [-1.7175, 3.0575, 0.1923], [-3.7629, 1.7823, -0.6159], [-3.5587, -1.7888, -0.4933], [-0.6243, -0.0848, 0.6560], [-3.8870, -0.8780, -0.6232], [-1.6969, -2.0761, 0.2353]], "lowdin_charge": [-0.111, -0.260, -0.184, -0.133, -0.076, -0.074, 0.002, -0.246, -0.366, 0.055, 0.072, 0.076, 0.107, 0.103, 0.111, 0.118, 0.119, 0.126, 0.118, 0.103, 0.121, 0.107, -0.002, 0.077, 0.037]}

# 5
{"formula": "C24H36N9PTeTl", "method": "the ωB97M-V functional and the def2-TZVPD basis", "total_charge": 1, "homo_ev": -10.19, "symbols": ["Tl", "N", "C", "C", "N", "C", "C", "N", "H", "H", "H", "H", "H", "H", "H", "H", "H", "H", "H", "H", "H", "C", "N", "C", "N", "C", "N", "C", "P", "C", "C", "H", "H", "H", "H", "H", "H", "H", "H", "H", "H", "H", "H", "H", "N", "C", "N", "C", "N", "Te", "C", "C", "C", "C", "C", "C", "C", "C", "C", "C", "C", "C", "H", "H", "H", "H", "H", "H", "H", "H", "H", "H"], "xyz": [[2.0243, 1.6407, 0.9674], [3.4577, -0.5048, 2.1698], [2.9326, -0.6905, 3.5241], [1.4252, -0.8755, 3.4621], [0.7153, 0.3186, 2.9919], [0.2225, 1.2094, 4.0536], [1.0766, 2.4483, 4.2788], [1.0354, 3.3066, 3.0954], [4.4523, -0.3119, 2.1791], [3.3189, -1.3516, 1.6274], [3.3695, -1.5533, 4.0383], [3.1809, 0.1923, 4.1161], [1.2111, -1.6939, 2.7688], [1.0604, -1.1866, 4.4475], [-0.0653, 0.0300, 2.4169], [-0.7869, 1.5377, 3.7892], [0.1357, 0.6628, 4.9987], [0.7141, 2.9468, 5.1847], [2.1151, 2.1644, 4.4657], [0.0824, 3.6078, 2.9179], [1.5962, 4.1409, 3.2227], [0.1207, -5.4497, -2.5972], [-0.0225, -3.9360, -2.5928], [1.0716, -3.3564, -3.4971], [2.3605, -3.7920, -3.0832], [2.4311, -5.2479, -3.0685], [1.4298, -5.8442, -2.1868], [1.7063, -5.5412, -0.7761], [1.6792, -3.7202, -0.3740], [0.0472, -3.4112, -1.1950], [2.7430, -3.1898, -1.8040], [-0.0743, -5.7754, -3.6189], [-0.6417, -5.8474, -1.9287], [-0.9227, -3.6293, -2.9966], [0.9878, -2.2725, -3.4570], [0.8343, -3.7097, -4.5004], [3.4222, -5.5594, -2.7430], [2.2649, -5.6142, -4.0830], [2.6855, -5.9513, -0.5227], [0.9773, -6.0593, -0.1492], [-0.1309, -2.3442, -1.2293], [-0.7649, -3.8689, -0.6297], [3.7783, -3.4561, -1.5808], [2.6986, -2.1020, -1.8938], [0.5878, -0.0354, -0.6036], [0.2126, -0.0553, -1.7115], [-0.1403, -0.1017, -2.9644], [-1.0415, -1.0170, -3.2649], [-1.7638, -1.8825, -3.5547], [-1.7341, 1.8661, 0.7292], [-2.8182, 3.5239, 1.4670], [-4.1250, 3.3645, 1.9153], [-4.8297, 4.4555, 2.4075], [-4.2373, 5.7090, 2.4450], [-2.9351, 5.8736, 1.9936], [-2.2253, 4.7831, 1.5120], [-1.6795, 2.4737, -1.2856], [-2.6689, 2.0419, -2.1610], [-2.6312, 2.4300, -3.4933], [-1.6069, 3.2442, -3.9516], [-0.6161, 3.6726, -3.0789], [-0.6501, 3.2874, -1.7465], [-4.5966, 2.3906, 1.8778], [-5.8468, 4.3255, 2.7538], [-4.7910, 6.5587, 2.8222], [-2.4722, 6.8520, 2.0150], [-1.2135, 4.9221, 1.1466], [-3.4667, 1.4004, -1.8080], [-3.4011, 2.0879, -4.1730], [-1.5782, 3.5437, -4.9910], [0.1853, 4.3067, -3.4362], [0.1282, 3.6190, -1.0693]], "lowdin_charge": [0.713, -0.064, -0.261, -0.215, -0.137, -0.221, -0.265, -0.062, 0.078, 0.057, 0.117, 0.105, 0.111, 0.119, 0.036, 0.101, 0.120, 0.118, 0.103, 0.044, 0.081, -0.113, -0.080, -0.113, -0.144, -0.161, -0.149, -0.327, 1.027, -0.282, -0.320, 0.146, 0.143, 0.114, 0.112, 0.150, 0.136, 0.138, 0.091, 0.091, 0.041, 0.106, 0.092, 0.087, -0.001, -0.432, 0.093, -0.397, 0.122, 1.319, -0.539, -0.145, -0.080, -0.079, -0.081, -0.154, -0.553, -0.148, -0.080, -0.075, -0.075, -0.155, 0.089, 0.107, 0.107, 0.107, 0.091, 0.095, 0.109, 0.107, 0.107, 0.075]}

# 6
{"formula": "C3H9N3S", "method": "the ωB97M-V functional and the def2-TZVPD basis", "homo_ev": -8.70, "smiles": "C/N=C(\\NC)NS", "symbols": ["C", "C", "C", "H", "H", "H", "H", "H", "H", "H", "H", "H", "N", "N", "N", "S"], "xyz": [[-1.6526, -1.1424, -0.2343], [0.6428, -0.0752, 0.1242], [-0.6707, 1.8856, 0.1427], [-1.9248, -0.0624, -0.6071], [-2.4229, -1.6153, 0.5241], [-1.3730, -2.0947, -1.0848], [0.0351, -1.7430, 1.0135], [1.9329, -1.6798, -0.4063], [3.1843, 0.7004, -0.9093], [-1.0638, 1.6704, 1.2635], [-1.6559, 1.7171, -0.5108], [-0.4926, 3.0075, -0.0087], [-0.3892, -0.9764, 0.6065], [1.9013, -0.7609, -0.0350], [0.5864, 1.1829, -0.0171], [3.3626, -0.0136, 0.1388]], "lowdin_charge": [-0.099, -0.485, -0.188, 0.059, 0.089, 0.135, 0.063, 0.057, -0.178, 0.117, 0.080, 0.073, -0.043, -0.442, -0.002, 0.765]}

| no. | E (eV) |
| --- | --- |
| 1 | -21087.37401 |
| 2 | -9375.22310 |
| 3 | -187307.53463 |
| 4 | -15129.53038 |
| 5 | -60152.41917 |
| 6 | -18559.72617 |